No. 1
Here is 14 unconnected molecules or ions with the total composition C41H74O23 in a non-equilibrium geometry from the OMol25 dataset. Energies are from ωB97M-V/def2-TZVPD.

* strongest force on any atom: 3.28 eV/Å
* HOMO: -9.650 eV

```
! RIJCOSX wB97M-V def2-TZVPD def2/J DEFGRID3
* xyz 0 1
O 12.164 13.234 8.762
O 12.823 7.911 10.497
O 7.716 8.898 14.838
O 9.630 10.726 16.384
O 11.220 12.270 12.401
O 12.624 14.615 18.165
O 9.847 5.585 12.325
O 10.813 11.870 17.883
O 12.211 17.770 12.026
O 8.887 13.697 13.212
O 14.224 13.321 7.832
O 12.431 8.958 16.190
O 12.514 16.494 10.164
O 8.114 14.256 10.594
O 12.475 9.467 12.011
O 11.980 15.214 20.181
O 14.504 12.092 11.144
O 16.115 13.794 15.586
O 16.254 8.399 16.285
O 15.683 10.301 10.429
O 15.668 7.948 14.167
O 15.206 12.505 14.054
O 13.584 9.066 18.046
C 8.933 6.577 11.886
C 16.541 12.535 10.296
C 11.008 16.006 20.838
C 10.116 10.754 17.456
C 11.523 16.167 13.520
C 7.886 12.925 10.341
C 10.990 10.448 19.661
C 16.194 13.721 11.197
C 13.507 6.967 16.857
C 15.783 14.055 17.014
C 15.163 12.929 15.194
C 12.500 14.938 7.220
C 14.229 12.486 16.283
C 11.914 7.944 15.251
C 11.164 15.167 7.921
C 11.789 15.122 18.860
C 17.098 9.480 13.065
C 16.190 8.254 12.804
C 16.497 8.467 15.103
C 15.045 12.869 17.548
C 14.671 13.531 11.322
C 10.943 13.927 8.795
C 12.136 16.604 11.330
C 15.525 11.489 10.626
C 13.120 7.749 9.080
C 11.848 17.654 13.369
C 11.409 15.555 12.125
C 8.110 12.822 13.976
C 17.704 9.168 14.462
C 12.569 9.164 10.877
C 10.200 9.740 18.535
C 7.725 7.564 15.337
C 12.066 12.404 13.555
C 11.763 11.509 18.938
C 12.507 10.013 9.625
C 13.294 9.221 8.583
C 12.467 6.614 15.802
C 13.101 13.790 7.951
C 9.675 15.848 20.045
C 10.348 15.656 18.621
C 13.197 8.381 17.128
H 7.900 11.949 13.348
H 10.720 14.227 9.823
H 12.695 18.020 14.018
H 13.076 12.177 13.400
H 14.565 6.856 16.638
H 17.828 9.666 12.296
H 16.286 14.715 10.708
H 10.839 7.928 15.325
H 13.300 13.032 16.218
H 8.237 14.271 11.552
H 18.130 9.867 15.170
H 12.735 11.201 18.464
H 10.821 15.567 21.874
H 17.509 12.189 10.431
H 11.673 11.731 14.362
H 11.627 9.709 20.291
H 7.835 6.191 11.862
H 8.985 7.466 12.537
H 18.429 8.347 14.385
H 12.151 8.280 14.239
H 6.952 12.647 10.728
H 10.346 15.311 7.237
H 10.770 8.928 18.101
H 10.151 13.277 8.490
H 14.384 13.266 18.322
H 11.215 11.328 12.079
H 11.907 12.462 19.462
H 16.625 13.603 12.182
H 12.440 14.688 6.125
H 8.202 9.503 15.404
H 12.720 11.046 9.781
H 12.999 9.239 7.477
H 8.620 12.219 10.720
H 11.454 10.070 9.281
H 11.306 17.032 20.809
H 11.702 6.022 16.292
H 6.950 7.350 16.100
H 10.401 15.373 11.737
H 14.315 9.581 8.583
H 10.596 15.944 14.069
H 12.908 6.110 15.001
H 9.243 9.269 18.850
H 9.394 5.104 13.034
H 7.470 6.935 14.512
H 8.557 12.451 14.939
H 16.741 7.314 12.524
H 10.415 16.659 18.211
H 11.143 16.014 8.572
H 12.355 15.719 14.037
H 14.174 13.703 12.272
H 7.857 12.734 9.279
H 11.947 13.418 13.862
H 10.267 10.769 20.395
H 15.333 8.471 12.240
H 12.023 14.683 12.014
H 9.923 14.927 17.921
H 7.132 13.287 14.204
H 15.746 12.073 17.901
H 10.982 18.238 13.461
H 16.726 14.334 17.467
H 14.026 7.164 8.982
H 8.708 7.374 15.843
H 15.083 14.914 16.983
H 14.160 14.067 10.482
H 13.902 11.419 16.253
H 12.294 7.287 8.650
H 13.220 15.763 7.336
H 16.486 12.736 9.212
H 9.017 16.692 20.046
H 16.480 10.337 13.032
H 9.346 6.802 10.915
H 13.532 6.363 17.823
H 9.087 14.959 20.314
H 9.783 13.218 12.934
*
```



No. 2
Here is 8 unconnected molecules or ions with the total composition C41H76Br15ClNO7 in a non-equilibrium geometry from the OMol25 dataset. Energies are from ωB97M-V/def2-TZVPD.

* strongest force on any atom: 5.19 eV/Å
* HOMO: -11.101 eV

```
! RIJCOSX wB97M-V def2-TZVPD def2/J DEFGRID3
* xyz 1 1
Br 5.068 -6.763 0.789
Br -11.069 -1.130 -4.186
Br -2.867 10.735 -4.453
Br 0.029 8.451 -4.290
Br 2.461 4.694 1.841
Br -0.096 3.651 -1.773
Br -0.832 0.378 -1.969
Br 1.125 -0.120 5.677
Br 1.002 -4.303 -4.543
Br 2.663 -2.259 -1.955
Br -0.491 2.642 3.834
Br 8.737 -6.826 0.378
Br -2.836 5.465 -3.456
Br -7.400 -1.193 -4.597
Br 0.845 7.456 -0.001
Cl 0.865 -0.203 0.730
O -6.063 2.310 -1.324
O -5.320 5.828 -0.195
O -3.235 -5.973 1.096
O -4.682 -0.740 -2.310
O 4.496 0.332 -1.284
O -1.307 -7.426 1.167
O 2.072 -8.564 1.750
N -1.371 -1.089 -0.872
C -2.706 -4.843 1.929
C -1.447 8.506 -5.565
C 4.996 -1.078 1.236
C -1.493 6.118 -2.201
C -9.705 -1.991 -3.089
C 3.135 -2.526 -3.829
C 6.432 -7.623 1.886
C 3.229 5.973 0.584
C -3.508 -1.608 -2.605
C -5.026 7.186 -0.693
C 3.591 1.124 -2.133
C 7.665 -6.757 2.006
C 1.297 2.534 4.607
C -5.109 3.344 -0.892
C -8.472 -1.125 -2.970
C 2.633 7.349 0.771
C 4.688 0.563 1.278
C -3.051 -3.231 -0.345
C -2.703 -7.259 1.640
C -4.345 0.684 -2.465
C 5.117 1.138 -0.222
C 1.893 1.159 4.420
C -2.184 -3.567 1.040
C 1.518 -3.222 2.677
C -0.437 -7.960 2.235
C 3.420 -4.191 4.438
C 1.109 -7.437 1.877
C -0.552 -1.376 0.404
C 5.645 -1.459 2.706
C -0.149 5.477 -2.456
C -0.090 -2.943 2.838
C -0.881 -2.601 1.443
C -5.494 4.875 -1.340
C -2.586 -1.930 -1.263
C 5.380 -3.033 3.088
C -1.831 9.929 -5.896
C 1.903 -2.580 -4.702
C 2.141 -3.187 4.228
C -5.632 1.691 -2.613
C -4.700 8.250 0.541
C 4.779 -3.234 4.624
H 3.820 2.271 -2.167
H 3.665 0.737 -3.259
H 6.421 -3.579 3.057
H 2.175 -2.498 -5.758
H 1.798 -4.221 2.136
H 0.639 6.007 -1.913
H -4.105 7.239 -1.423
H -3.998 3.158 -1.224
H 4.299 5.982 0.807
H 4.820 2.273 -0.227
H 3.220 8.099 0.234
H 3.743 -3.433 -3.879
H -10.174 -2.131 -2.111
H 2.407 -2.075 4.481
H -0.367 -9.151 2.234
H -3.542 8.448 0.683
H 3.538 0.770 1.481
H 1.738 0.751 3.416
H 5.963 -7.763 2.864
H -5.208 9.314 0.354
H 8.323 -7.130 2.796
H 3.074 5.566 -0.420
H 1.224 -3.474 4.937
H -3.300 -8.203 1.248
H -3.952 -3.930 -0.614
H 3.558 -5.005 3.609
H 2.546 7.645 1.820
H -3.716 0.983 -1.498
H -5.259 2.609 -3.279
H -5.097 3.338 0.298
H 3.755 -1.664 -4.091
H 2.963 1.168 4.642
H 5.304 1.064 2.152
H 5.248 -0.715 3.547
H -3.621 -4.540 2.633
H 5.521 -3.787 5.346
H 1.124 -6.859 0.846
H -2.846 -1.208 -3.497
H -5.144 7.843 1.567
H 4.645 -3.576 2.329
H 1.210 2.831 5.656
H 4.027 -1.704 0.979
H -2.265 7.925 -5.130
H -3.701 0.797 -3.460
H -5.947 7.660 -1.280
H -1.900 -5.321 2.631
H -2.796 -7.299 2.824
H -9.506 -2.969 -3.536
H -3.955 -2.652 -2.955
H -8.698 -0.072 -2.781
H -2.489 9.957 -6.769
H 6.291 0.985 -0.315
H 6.631 -8.601 1.440
H -0.971 10.581 -6.074
H -1.879 5.932 -1.195
H -6.616 4.912 -1.670
H 3.340 -4.787 5.469
H -1.074 7.990 -6.454
H 5.860 -1.215 0.430
H 6.811 -1.312 2.657
H 2.919 -8.158 1.366
H -0.539 -3.831 3.456
H -1.445 7.197 -2.373
H -4.749 5.249 -2.180
H 1.551 -6.735 2.731
H 1.884 3.285 4.070
H 0.115 5.429 -3.516
H 7.439 -5.704 2.195
H -6.539 1.227 -3.222
H 4.502 -2.203 5.115
H 1.165 -1.810 -4.460
H -0.685 -7.562 3.309
H 2.448 1.005 -1.838
H 2.105 -2.360 2.104
H -7.814 -1.498 -2.180
H -0.201 -1.977 3.529
*
```



Listing E_LUMO for the structures above in their given order: 0.33 -4.31 eV.